# C22H19N4O6Tc

A structure of composition C22H19N4O6Tc (wB97M-V/def2-TZVPD, the Open Molecules 2025 dataset).

As for the LUMO energy (spin up / spin down): -4.06 / -4.93 eV. The orbital gap (spin up / spin down) is 7.8 / 7.1 eV. The charge is +1. Its largest force on an atom is 0.5 eV/Å. The expectation value of S² is 3.7786. The total energy is -1600.8642 hartree. The multiplicity is 4.

Each line ends with the Löwdin spin population.
Geometry (Å):
Tc1 0.046 0.073 -0.074  2.562
O1 0.670 -1.707 -0.387  0.080
C1 0.520 -2.786 0.384  0.018
C2 1.610 -3.606 0.657  0.002
C3 1.409 -4.732 1.432  0.005
C4 0.141 -5.075 1.922  0.004
C5 -0.939 -4.279 1.623  0.002
C6 -0.754 -3.113 0.862  0.008
C7 -1.855 -2.313 0.434  0.012
N1 -1.769 -1.142 -0.102  -0.009
C8 -3.022 -0.575 -0.629  0.004
C9 -2.792 0.907 -0.857  0.008
N2 -1.687 1.313 0.006  -0.010
C10 -1.791 2.373 0.732  0.009
C11 -0.680 3.018 1.345  0.006
C12 -0.827 4.000 2.341  0.001
C13 0.273 4.696 2.775  0.002
C14 1.522 4.456 2.182  0.005
C15 1.683 3.527 1.175  0.001
C16 0.576 2.785 0.764  0.019
O2 0.697 1.895 -0.221  0.063
H1 2.582 -3.341 0.265  0.000
H2 2.254 -5.368 1.660  0.000
H3 0.016 -5.968 2.517  0.000
H4 -1.933 -4.541 1.965  0.000
H5 -2.853 -2.742 0.533  -0.001
H6 -3.827 -0.749 0.088  -0.001
H7 -3.283 -1.075 -1.561  0.001
H8 -3.681 1.503 -0.645  0.000
H9 -2.501 1.105 -1.889  0.001
H10 -2.776 2.834 0.805  -0.002
H11 -1.808 4.197 2.757  0.000
H12 0.180 5.439 3.555  0.000
H13 2.384 5.019 2.518  0.000
H14 2.641 3.346 0.707  0.000
C17 -2.152 -0.153 3.432  0.000
C18 -0.667 -0.128 3.368  0.015
N3 0.076 -0.088 2.274  0.112
C19 1.386 -0.073 2.688  0.008
C20 1.439 -0.107 4.043  0.001
N4 0.131 -0.141 4.451  0.006
C21 2.514 -0.106 5.073  0.000
O3 3.752 -0.086 4.636  0.000
O4 2.195 -0.127 6.234  0.001
C22 2.468 -0.009 1.689  0.006
O5 3.641 -0.010 2.038  -0.001
O6 2.063 0.058 0.464  0.059
H15 -2.553 -0.148 2.421  0.000
H16 -2.537 0.716 3.966  0.000
H17 -2.509 -1.047 3.944  0.000
H18 -0.125 -0.169 5.430  0.001
H19 3.787 -0.076 3.642  0.000